Record 1
DFT (wB97M-V/def2-TZVPD) results for one molecule with the formula C5H9NO2 at a distorted geometry.

Energy relative to the best compared isomer or geometry (same formula, charge and spin) = 9.941 eV
Highest occupied orbital energy = -8.02 eV
LUMO level = 0.9 eV
SMILES string = CNC1[C@@H]2OCO[C@@H]12
Gap between HOMO and LUMO = 8.9 eV

```
! RIJCOSX wB97M-V def2-TZVPD def2/J DEFGRID3
* xyz 0 1
C 2.97786 0.17076 -0.20125
C 0.47130 -0.22838 0.61867
C -0.97311 -0.78068 0.42245
C -2.86129 -0.00236 -0.05769
C -0.62735 0.58133 -0.27724
H 3.38853 0.83309 0.58609
H 3.61247 -0.57836 -0.57507
H 2.72974 0.93616 -1.01081
H 1.55411 -1.15683 -0.84746
H 0.50246 0.35282 1.54940
H -1.20430 -0.32853 1.35542
H -3.62470 0.04443 -0.98881
H -3.33579 0.22919 1.13912
H -0.62204 0.73161 -1.52158
N 1.78819 -0.60762 0.11308
O -1.94975 -1.36736 -0.35266
O -1.82632 1.17073 0.04833
*
```

Record 2
DFT (wB97M-V/def2-TZVPD) results for a 11-piece molecular cluster, C8H38O15 overall at a distorted geometry.

Energy relative to the best compared isomer or geometry (same formula, charge and spin) = 0.505 eV
Highest occupied orbital energy = -10.05 eV
LUMO level = 0.1 eV
SMILES string = OCCO.OCCO.OCCO.OCCO.O.O.O.O.O.O.O
Gap between HOMO and LUMO = 10.2 eV

```
! RIJCOSX wB97M-V def2-TZVPD def2/J DEFGRID3
* xyz 0 1
O -13.86557 1.22363 0.34982
H -14.49655 1.55773 -0.32835
H -13.03291 1.68962 0.40067
O -16.36476 6.99799 3.62641
H -15.54223 6.63475 3.98826
H -16.95677 6.26362 3.41773
O -14.45608 3.70210 -2.93391
H -14.69434 4.30412 -3.64050
H -13.64395 4.05461 -2.51105
O -16.80976 2.78627 -1.89528
H -15.83155 2.93092 -2.20936
H -16.88829 1.85554 -1.98766
O -16.03543 8.98835 2.02189
H -16.85437 9.04352 1.58691
H -16.17127 8.37931 2.76785
O -13.40432 8.80899 -2.32859
H -13.48648 8.88694 -1.38571
H -13.27195 9.71105 -2.63533
O -16.61788 2.94961 1.18904
H -16.69275 3.04421 0.26542
H -15.91381 2.34683 1.44372
C -19.67880 3.32503 2.97842
C -19.38528 4.73307 2.70766
O -17.98430 4.89145 2.70225
O -19.43561 2.49735 1.78405
H -20.71058 3.14172 3.11084
H -19.07254 2.98769 3.83443
H -19.73307 5.43890 3.49831
H -19.75131 5.03610 1.66723
H -17.60396 4.21163 2.12513
H -18.51946 2.50338 1.57469
C -16.12696 8.02093 -4.51818
C -15.28960 6.80487 -5.03667
O -16.12251 5.72262 -5.00059
O -16.44033 7.81108 -3.16013
H -17.06843 7.96125 -5.08232
H -15.53594 8.89167 -4.52978
H -14.49453 6.76653 -4.25422
H -14.70979 6.94838 -5.91887
H -16.67784 5.88917 -4.22944
H -15.66541 7.86277 -2.61931
C -18.69675 7.07280 -1.09925
C -17.98175 7.41111 0.21047
O -18.54069 8.49989 0.85809
O -18.93658 8.25107 -1.84747
H -19.62035 6.55149 -1.01150
H -17.92434 6.49268 -1.67309
H -16.90281 7.58059 0.02016
H -18.12367 6.52198 0.80314
H -18.78545 9.09842 0.16480
H -18.01225 8.48663 -2.16050
C -13.73194 5.37435 -0.33514
C -13.74870 6.46059 0.75286
O -14.02430 7.76507 0.28608
O -12.96917 5.67303 -1.44426
H -14.69275 4.95510 -0.64225
H -13.31500 4.52163 0.17152
H -12.74332 6.45256 1.23425
H -14.47995 6.16591 1.48766
H -14.66480 8.21143 0.94293
H -13.22069 6.55526 -1.75043
*
```

Record 3
DFT (wB97M-V/def2-TZVPD) results for an isolated ion of composition C5H9O and charge -1 at a distorted geometry.

Energy relative to the best compared isomer or geometry (same formula, charge and spin) = 0.153 eV
Highest occupied orbital energy = -2.10 eV
LUMO level = 4.3 eV
SMILES string = C=CCCC[O-]
Gap between HOMO and LUMO = 6.4 eV

```
! RIJCOSX wB97M-V def2-TZVPD def2/J DEFGRID3
* xyz -1 1
C 0.50552 -1.40856 1.04578
O 1.61177 -0.67350 1.39774
C 0.20975 -1.28868 -0.46903
C -0.52392 0.00114 -0.88953
C 0.07658 1.22938 -0.27577
C -0.55099 2.31186 0.13937
H -0.36213 -0.99868 1.60721
H 0.68754 -2.49733 1.20299
H 1.17866 -1.35948 -0.95741
H -0.41321 -2.12159 -0.80987
H -1.58170 -0.08209 -0.62686
H -0.41893 0.11898 -1.96718
H 1.15212 1.19701 -0.14744
H -1.62046 2.47055 0.16032
H 0.04941 3.10100 0.58967
*
```

Record 4
DFT (wB97M-V/def2-TZVPD) results for a 6-piece molecular cluster, C5H22N2O5 overall at a distorted geometry.

Energy relative to the best compared isomer or geometry (same formula, charge and spin) = 2.916 eV
Highest occupied orbital energy = -8.94 eV
LUMO level = 0.3 eV
SMILES string = C[C@H](N)C/C=C/N.O.O.O.O.O
Gap between HOMO and LUMO = 9.3 eV

```
! RIJCOSX wB97M-V def2-TZVPD def2/J DEFGRID3
* xyz 0 1
C 0.43662 3.21801 -1.14199
C -0.10200 1.76489 -1.09635
C -1.28833 1.48387 -0.09704
C -1.19659 0.23908 0.75868
C -1.75620 -0.87034 0.27064
N -1.62244 -2.01229 1.13832
N -0.43318 1.31834 -2.53302
H 1.45192 3.30713 -1.14436
H 0.09202 3.73594 -0.16775
H -0.05261 3.73216 -2.00681
H 0.78200 1.15004 -0.82835
H -1.58689 2.26463 0.71764
H -2.15053 1.37626 -0.61579
H -0.79844 0.27795 1.76340
H -2.38340 -1.07297 -0.58479
H -2.19199 -1.95371 1.93964
H -1.69773 -2.95209 0.63172
H -1.24946 1.82742 -2.73024
H 0.35586 1.80317 -3.10614
H -1.00812 -1.88179 -3.50269
H -0.21660 -0.54065 -3.02166
O -0.12336 -1.50041 -3.23672
H 0.55170 -0.15141 3.90050
H -0.77327 0.22722 3.53555
O 0.02770 0.64925 3.79662
H 1.30389 -1.77542 2.40469
H -0.14925 -2.50872 2.56482
O 0.60512 -2.12266 3.03030
H 3.86587 -1.52583 0.29854
H 3.08472 -0.47579 0.11797
O 4.05017 -0.60356 0.54203
H 1.34076 -2.11695 -1.36984
H 1.29733 -2.53273 0.19189
O 1.53468 -1.77806 -0.41937
*
```

Record 5
DFT (wB97M-V/def2-TZVPD) results for one molecule with the formula C5H8O2 at a distorted geometry.

Energy relative to the best compared isomer or geometry (same formula, charge and spin) = 3.777 eV
Highest occupied orbital energy = -9.73 eV
LUMO level = 0.9 eV
SMILES string = CC1(OCO)C=C1
Gap between HOMO and LUMO = 10.6 eV

```
! RIJCOSX wB97M-V def2-TZVPD def2/J DEFGRID3
* xyz 0 1
C -0.55677 1.93051 -0.28745
C -0.15802 0.49560 -0.10294
C -0.97446 -0.62500 -0.62864
C -0.96503 -0.47884 0.67226
O 1.25776 0.38199 0.03337
C 1.50314 -0.92370 0.45743
O 1.45896 -1.80631 -0.60136
H -0.18461 2.31238 -1.24201
H -0.14160 2.53830 0.51994
H -1.64733 2.01526 -0.28046
H -1.61771 -0.95319 -1.42831
H 0.54247 -1.67356 -0.93837
H -1.51160 -0.66834 1.58130
H 0.63306 -1.13759 1.14995
H 2.42272 -1.02173 1.03023
*
```

Record 6
DFT (wB97M-V/def2-TZVPD) results for one molecule with the formula C3H3ClOS2 at a distorted geometry.

Energy relative to the best compared isomer or geometry (same formula, charge and spin) = 1.809 eV
Highest occupied orbital energy = -9.16 eV
LUMO level = -1.0 eV
SMILES string = O=C(S)C(=S)CCl
Gap between HOMO and LUMO = 8.2 eV

```
! RIJCOSX wB97M-V def2-TZVPD def2/J DEFGRID3
* xyz 0 1
C 0.60730 0.68971 -0.46210
C -0.24348 -0.61165 -0.26015
C -1.09091 -0.73862 1.01519
H -1.39558 1.96844 -0.70610
H -1.78767 0.11441 0.80268
H -1.36822 -1.71744 0.87691
O 1.75192 0.71827 -0.02893
S 0.07212 2.02634 -1.10991
S -0.22761 -1.54566 -1.59622
Cl -0.15374 -0.57877 2.39991
*
```